{"formula": "C41H60BN8O2OsS6", "method": "ωB97M-V/def2-TZVPD", "e_homo_ev": [-14.06, -14.10], "relative_energy_ev": 3.519, "charge": 3, "e_lumo_ev": [-10.165, -10.130], "orbital_gap_ev": [3.89, 3.97], "symbols": ["Os", "C", "C", "C", "C", "N", "C", "C", "N", "B", "N", "C", "C", "N", "C", "S", "C", "C", "C", "C", "N", "C", "C", "N", "C", "S", "C", "C", "C", "C", "C", "S", "H", "H", "H", "H", "H", "H", "H", "H", "H", "H", "H", "H", "H", "H", "H", "H", "H", "H", "H", "H", "H", "H", "H", "H", "H", "H", "H", "H", "H", "H", "H", "H", "H", "H", "O", "S", "C", "C", "C", "C", "S", "O", "C", "C", "C", "C", "C", "C", "C", "C", "C", "C", "C", "C", "H", "H", "H", "H", "H", "H", "H", "H", "H", "H", "H", "H", "H", "H", "H", "H", "H", "H", "S", "C", "N", "C", "C", "C", "N", "H", "H", "H", "H", "H", "H", "H", "H"], "coordinates": [[-0.052, -1.391, -0.289], [-1.685, 2.077, 5.922], [-0.374, 1.296, 5.796], [-0.593, -0.207, 5.594], [0.421, 1.529, 7.078], [0.435, 1.792, 4.629], [1.754, 2.171, 4.736], [2.192, 2.480, 3.504], [1.160, 2.287, 2.606], [1.454, 2.650, 1.125], [0.227, 3.154, 0.304], [0.094, 4.519, 0.184], [-1.040, 4.780, -0.493], [-1.619, 3.577, -0.829], [-0.840, 2.591, -0.311], [-1.297, 0.923, -0.248], [-2.951, 3.530, -1.533], [-3.070, 2.335, -2.485], [-3.078, 4.803, -2.373], [-4.034, 3.487, -0.456], [2.368, 1.571, 0.415], [3.471, 2.043, -0.252], [4.338, 1.024, -0.421], [3.768, -0.109, 0.114], [2.557, 0.253, 0.610], [1.379, -0.751, 1.397], [4.565, -1.385, 0.260], [5.623, -1.415, -0.846], [5.241, -1.336, 1.631], [3.713, -2.651, 0.137], [0.084, 1.874, 3.315], [-1.486, 1.578, 2.690], [-2.231, 1.723, 6.795], [-2.324, 1.958, 5.053], [-1.481, 3.141, 6.052], [-1.237, -0.598, 6.381], [0.361, -0.735, 5.638], [-1.049, -0.418, 4.626], [-0.184, 1.203, 7.922], [0.647, 2.587, 7.220], [1.347, 0.955, 7.099], [2.281, 2.221, 5.670], [3.158, 2.832, 3.187], [2.190, 3.585, 1.189], [0.803, 5.199, 0.622], [-1.449, 5.734, -0.766], [-2.153, 2.206, -3.064], [-3.884, 2.519, -3.184], [-3.287, 1.411, -1.963], [-2.200, 4.945, -3.005], [-3.227, 5.692, -1.762], [-3.948, 4.715, -3.021], [-3.939, 2.587, 0.156], [-5.018, 3.494, -0.924], [-3.969, 4.356, 0.199], [3.568, 3.078, -0.530], [5.314, 1.035, -0.868], [6.413, -0.683, -0.683], [5.177, -1.253, -1.828], [6.097, -2.393, -0.845], [5.893, -0.467, 1.717], [5.847, -2.231, 1.769], [4.499, -1.298, 2.431], [3.037, -2.592, -0.721], [3.140, -2.849, 1.035], [4.384, -3.496, -0.010], [1.037, -0.484, -1.974], [2.133, -0.319, -3.023], [1.410, -0.878, -4.637], [0.158, -1.700, -4.426], [0.479, -3.146, -4.056], [-0.763, -4.010, -3.988], [-1.728, -3.741, -2.447], [-1.265, -2.435, -1.800], [-0.987, -5.061, -1.477], [0.143, -4.845, -0.708], [0.668, -5.892, 0.031], [0.059, -7.139, -0.007], [-1.070, -7.348, -0.788], [-1.603, -6.304, -1.529], [2.086, 1.433, -3.409], [0.916, 2.136, -3.181], [0.861, 3.477, -3.526], [1.975, 4.096, -4.083], [3.141, 3.375, -4.307], [3.203, 2.030, -3.972], [2.204, -1.457, -5.113], [1.216, 0.008, -5.235], [-0.433, -1.678, -5.344], [-0.442, -1.238, -3.643], [1.013, -3.182, -3.100], [1.140, -3.572, -4.814], [-0.526, -5.073, -3.989], [-1.438, -3.807, -4.820], [0.619, -3.867, -0.683], [1.556, -5.737, 0.629], [0.465, -7.954, 0.577], [-1.543, -8.320, -0.818], [-2.485, -6.453, -2.141], [0.068, 1.625, -2.742], [-0.055, 4.036, -3.383], [1.935, 5.143, -4.352], [4.002, 3.857, -4.751], [4.106, 1.462, -4.159], [-1.337, -2.322, 1.406], [-3.003, -1.794, 1.200], [-3.574, -1.159, 2.200], [-4.996, -0.809, 2.209], [-5.751, -1.858, 1.406], [-5.150, -1.928, 0.012], [-3.697, -2.115, 0.125], [-2.994, -0.914, 2.989], [-5.129, 0.183, 1.770], [-5.341, -0.774, 3.240], [-6.808, -1.608, 1.348], [-5.648, -2.827, 1.898], [-5.361, -1.013, -0.547], [-5.557, -2.769, -0.547], [-3.205, -2.570, -0.622]], "forces_ev_per_angstrom": [[-1.2, 3.2, 0.1], [0.1, 0.0, -0.1], [-0.3, -0.1, 0.1], [0.0, 0.1, 0.0], [0.1, 0.0, 0.0], [0.1, 0.1, -0.3], [0.2, 0.1, 0.0], [0.3, -0.1, -0.1], [-0.1, 0.2, 0.2], [-0.2, -0.2, 0.3], [-0.3, 0.0, -0.3], [0.0, -0.2, 0.2], [0.0, 0.1, -0.1], [0.3, -0.2, 0.1], [1.0, 0.3, 0.1], [0.0, -2.8, 0.7], [-0.4, -0.1, -0.2], [0.3, 0.0, 0.1], [0.0, 0.1, 0.1], [0.0, 0.0, 0.0], [0.0, -0.2, 0.0], [0.2, 0.1, -0.1], [0.1, 0.1, -0.2], [-0.4, 0.2, 0.0], [0.4, 0.2, -0.2], [-0.7, -0.7, -0.4], [0.2, -0.3, 0.2], [0.0, 0.1, 0.0], [-0.1, 0.0, 0.0], [-0.1, 0.2, -0.1], [0.0, 0.0, 0.3], [0.2, -0.4, -0.7], [0.1, 0.0, 0.0], [-0.1, 0.0, -0.1], [0.0, 0.0, 0.0], [0.0, 0.0, 0.0], [0.0, 0.0, 0.0], [-0.1, 0.0, 0.0], [0.0, 0.0, 0.0], [0.0, 0.0, 0.0], [0.0, 0.0, 0.0], [-0.1, 0.0, 0.0], [0.0, 0.0, 0.0], [-0.1, 0.2, -0.1], [0.0, 0.0, -0.1], [-0.1, -0.1, 0.0], [0.0, 0.0, -0.1], [0.0, 0.0, 0.0], [0.0, -0.1, 0.1], [-0.1, 0.0, -0.1], [0.0, 0.0, 0.0], [0.0, 0.0, 0.0], [0.0, 0.0, 0.0], [0.0, 0.0, 0.0], [0.0, 0.0, 0.0], [0.0, 0.0, 0.0], [-0.1, 0.0, 0.0], [0.0, 0.0, 0.0], [0.0, 0.0, -0.1], [0.0, 0.0, 0.0], [0.0, 0.0, 0.0], [0.0, 0.0, 0.0], [0.0, 0.0, 0.0], [0.0, 0.0, 0.0], [-0.1, 0.0, 0.1], [0.0, 0.0, 0.0], [0.0, -0.2, -0.1], [-0.1, 0.3, -0.2], [0.1, -0.1, 0.1], [0.0, -0.1, 0.1], [0.0, 0.2, 0.0], [-0.1, 0.2, 0.0], [0.5, -0.8, 0.2], [0.4, 0.4, 0.0], [-0.2, 0.2, 0.0], [-0.1, 0.0, 0.0], [0.1, 0.1, 0.0], [0.0, -0.1, 0.0], [0.0, 0.0, 0.0], [-0.1, 0.1, 0.0], [0.1, -0.1, 0.2], [-0.1, 0.0, 0.1], [0.1, 0.0, 0.0], [0.0, 0.1, 0.0], [0.0, 0.0, 0.0], [0.1, -0.1, 0.0], [0.0, 0.0, 0.0], [0.0, 0.1, 0.1], [0.1, 0.0, -0.1], [-0.1, 0.0, -0.1], [0.1, -0.1, 0.0], [0.0, -0.1, 0.0], [-0.1, 0.0, 0.1], [0.0, 0.0, 0.0], [0.1, 0.1, 0.0], [0.0, 0.0, 0.0], [0.0, 0.0, 0.0], [0.0, 0.0, 0.0], [0.0, 0.0, 0.0], [0.0, 0.0, 0.0], [0.0, 0.0, 0.0], [0.0, 0.0, 0.0], [0.0, 0.0, 0.0], [0.0, 0.0, 0.0], [0.3, 0.3, 0.1], [0.0, -0.1, 0.0], [0.0, 0.0, 0.1], [-0.2, 0.0, -0.1], [0.2, 0.0, 0.0], [-0.2, 0.1, 0.0], [-0.2, 0.1, 0.0], [0.1, 0.0, 0.0], [0.0, 0.0, 0.1], [0.1, 0.0, 0.0], [0.0, 0.0, 0.0], [-0.1, 0.0, 0.0], [0.0, 0.0, 0.0], [0.1, 0.0, 0.0], [0.2, 0.0, 0.0]]}